(1)
# C5H7NO

The molecule C5H7NO (ωB97M-V with the def2-TZVPD basis set, OMol25).

Last column: Löwdin charge in e.
Atoms and positions in Å:
C  -1.7840  0.1276  0.5257  -0.0118
N  -0.3899  -0.1272  0.2535  -0.0942
C  0.1995  -1.3697  0.0211  -0.0967
C  1.4811  -1.1393  -0.3395  -0.1428
C  1.7192  0.2845  -0.4676  -0.0959
C  0.5104  0.8355  -0.0185  -0.3647
O  0.1198  2.1046  0.2314  0.0851
H  -2.1892  0.7957  -0.2413  0.0977
H  -1.9085  0.5939  1.5038  0.0949
H  -2.3181  -0.8230  0.4899  0.0908
H  -0.3892  -2.2715  0.0506  0.1066
H  2.2504  -1.8442  -0.6264  0.0956
H  1.8000  0.1593  -1.5532  0.1142
H  0.8986  2.6738  0.1705  0.1213

Its SMILES is Cn1cccc1O. For the frontier orbital gap, the calculation gives 8.495 eV. The calculation puts the energy above the lowest of the compared OMol25 structures with the same formula, charge and spin at 2.4543 eV. For the HOMO energy, the calculation gives -7.73 eV. The electronic energy comes out at -324.63427 Ha. Its largest force on an atom is 2.28 eV/Å.

***

(2)
# C34H28F9InN5O6PSSe

A structure of composition C34H28F9InN5O6PSSe (ωB97M-V with the def2-TZVPD basis set, OMol25).

Last column: Löwdin charge in e.
Atoms and positions in Å:
In  0.5760  -1.6796  0.9492  0.6048
C  4.5747  -0.1786  3.2081  0.0008
N  3.3426  0.5959  3.3888  -0.0811
C  3.2465  1.9581  3.6277  -0.0102
C  1.9438  2.2709  3.6682  -0.0368
N  1.2391  1.0853  3.4563  0.0451
C  2.1227  0.0532  3.3183  -0.6339
S  1.8609  -1.6157  3.2349  0.8323
C  -0.1686  1.0098  3.2852  -0.2411
C  -0.9914  1.9219  3.9268  0.0159
C  -2.3519  1.8486  3.6930  -0.0346
C  -2.8489  0.8748  2.8402  -0.0339
C  -1.9475  0.0084  2.2521  -0.1182
N  -0.6277  0.0767  2.4684  0.0851
H  5.3767  0.5103  2.9571  0.0995
H  4.4380  -0.9087  2.4088  0.0462
H  4.8214  -0.7139  4.1236  0.1026
H  4.1146  2.5882  3.7239  0.1387
H  1.4584  3.2259  3.7838  0.0991
H  -0.5865  2.6615  4.6055  0.1222
H  -3.0200  2.5509  4.1772  0.1207
H  -3.9081  0.7881  2.6367  0.1165
H  -2.2758  -0.7721  1.5666  0.1088
C  -1.3683  -5.8169  1.8813  0.0049
C  -1.1117  -4.3950  1.4907  -0.2639
N  -0.5186  -3.5564  2.2401  -0.0348
O  -0.1274  -4.0685  3.4536  -0.0385
C  -1.5747  -3.8930  0.1733  -0.2661
C  -2.4829  -4.7158  -0.6874  -0.0101
N  -1.1655  -2.7271  -0.1693  -0.1606
O  -1.5648  -2.1766  -1.2710  -0.2602
H  -0.6898  -6.1114  2.6753  0.0816
H  -1.2371  -6.4775  1.0259  0.0903
H  -2.3917  -5.9292  2.2481  0.0999
H  0.4089  -3.3617  3.8364  0.0042
H  -3.2761  -5.1783  -0.0952  0.0844
H  -1.9222  -5.5156  -1.1808  0.0964
H  -2.9214  -4.0848  -1.4550  0.0738
F  -6.0796  2.8440  -3.4561  0.1360
C  -5.1700  2.2811  -4.2835  -0.5787
F  -4.7770  3.2299  -5.1509  0.1367
F  -5.8170  1.3306  -4.9833  0.1414
C  -4.0221  1.7071  -3.5066  -0.1239
C  -4.2364  0.5844  -2.7272  -0.0016
C  -3.2040  0.0633  -1.9575  -0.0556
C  -1.9454  0.6602  -1.9574  -0.2979
C  -1.7477  1.7877  -2.7601  -0.0639
C  -2.7735  2.3109  -3.5302  0.0072
P  -0.4912  0.0390  -0.9755  1.1187
C  0.0129  1.6573  -0.1889  -0.3305
C  1.3425  1.9092  0.1622  -0.0679
C  1.6815  3.0279  0.9135  -0.0130
C  0.6881  3.8747  1.3789  -0.1457
C  -0.6443  3.6111  1.0907  -0.0088
C  -0.9730  2.5194  0.3042  -0.0792
C  1.0157  5.0384  2.2612  -0.5719
F  0.4732  6.1842  1.8210  0.1562
F  0.5289  4.8443  3.5228  0.0941
F  2.3391  5.2337  2.3868  0.1451
C  0.6922  -0.2010  -2.3673  -0.3142
C  1.4920  0.8232  -2.8826  -0.0727
C  2.3672  0.5737  -3.9216  0.0053
C  2.4508  -0.7017  -4.4640  -0.1139
C  1.6588  -1.7187  -3.9767  0.0151
C  0.7791  -1.4662  -2.9333  -0.0537
C  3.4248  -0.9391  -5.5775  -0.5774
F  3.2076  -0.0783  -6.6012  0.1282
F  4.6948  -0.7504  -5.1764  0.1479
F  3.3380  -2.1808  -6.0759  0.1410
H  -5.2106  0.1082  -2.7235  0.1272
H  -3.3815  -0.8143  -1.3560  0.0945
H  -0.7790  2.2688  -2.7954  0.1040
H  -2.6036  3.1830  -4.1482  0.1233
H  2.1199  1.2134  -0.1393  0.0945
H  2.7193  3.2347  1.1394  0.1233
H  -1.4200  4.2633  1.4796  0.1321
H  -2.0173  2.3291  0.0827  0.1118
H  1.4437  1.8249  -2.4837  0.0976
H  2.9909  1.3679  -4.3136  0.1276
H  1.7442  -2.7147  -4.3874  0.1294
H  0.1655  -2.2720  -2.5569  0.0988
O  1.7890  -3.3644  0.4113  -0.4953
Se  3.1915  -2.4933  0.0354  0.8050
O  3.6756  -2.7838  -1.4656  -0.4241
O  2.4994  -0.9414  0.1938  -0.5385
O  4.3212  -2.6610  1.1736  -0.4634

For the frontier orbital gap, the calculation gives 7.846 eV. The calculation puts the energy above the lowest of the compared OMol25 structures with the same formula, charge and spin at 0.1155 eV. For the HOMO energy, the calculation gives -8.51 eV. The electronic energy comes out at -6267.51689 Ha. Its largest force on an atom is 0.71 eV/Å.

***

(3)
# H34O17

A cluster of 17 separate species, H34O17 in total (ωB97M-V with the def2-TZVPD basis set, OMol25).

Last column: Löwdin charge in e.
Atoms and positions in Å:
O  -27.3725  6.2361  -17.3796  -0.0356
H  -27.7271  6.9718  -16.8750  0.0679
H  -27.5062  6.4424  -18.3175  0.1099
O  -26.3986  5.7668  -14.5464  -0.0339
H  -26.2172  5.1147  -13.8709  0.0245
H  -27.3452  5.9533  -14.5464  -0.0126
O  -28.9745  6.2129  -14.7750  -0.0306
H  -29.8174  5.7402  -14.8612  0.0988
H  -29.3019  7.0968  -14.9383  0.0773
O  -29.4860  4.8055  -12.2570  -0.0473
H  -29.1110  4.4243  -13.0564  -0.0125
H  -29.0282  4.4401  -11.5134  0.0300
O  -29.1613  4.2792  -16.9797  -0.0485
H  -28.8910  3.8530  -17.7739  0.0453
H  -28.7162  5.1355  -17.0574  -0.0065
O  -23.9636  4.5394  -12.5342  -0.0237
H  -24.1314  5.4590  -12.2609  0.0362
H  -23.1167  4.3807  -12.2386  0.0449
O  -23.0939  7.1644  -13.9985  -0.0138
H  -22.4113  6.5948  -14.2865  0.0313
H  -23.8464  7.0975  -14.5377  -0.0311
O  -28.2740  3.3895  -14.5262  -0.0563
H  -28.7327  3.5592  -15.3734  0.0295
H  -28.4299  2.4633  -14.3519  0.0833
O  -26.2829  3.6035  -17.0637  -0.0403
H  -26.2784  4.0095  -17.9168  0.0246
H  -26.7290  4.2025  -16.4305  0.0068
O  -27.7897  7.1753  -12.3324  -0.0289
H  -28.3298  6.5171  -12.7311  0.0012
H  -28.3005  7.6388  -11.6778  0.0946
O  -25.7462  2.3544  -14.4174  -0.0535
H  -25.1106  2.7148  -14.9810  -0.0472
H  -26.5265  2.9468  -14.3627  -0.0138
O  -27.6564  9.2938  -13.9632  -0.0595
H  -27.8970  9.0315  -14.8420  0.0149
H  -27.5836  8.4888  -13.3953  0.0012
O  -23.7743  4.0795  -15.1720  -0.0441
H  -23.7615  4.2498  -14.2394  -0.0148
H  -22.9096  3.6450  -15.2000  0.0877
O  -24.6446  6.0175  -16.9213  -0.0468
H  -25.5813  5.9388  -17.0867  -0.0415
H  -24.4271  5.3295  -16.3287  -0.0492
O  -26.5124  4.1594  -11.8303  -0.0639
H  -25.5403  4.1030  -12.0418  0.0167
H  -26.4966  4.8148  -11.1378  0.0316
O  -25.0671  6.9804  -12.1178  -0.0615
H  -26.0189  6.8447  -12.3290  0.0088
H  -24.6613  7.4409  -12.8487  0.0038
O  -25.3665  8.2460  -15.0760  -0.0461
H  -25.8958  7.4636  -15.0429  -0.0348
H  -25.7913  8.9127  -14.5305  0.0276

For the frontier orbital gap, the calculation gives 9.267 eV. The calculation puts the energy above the lowest of the compared OMol25 structures with the same formula, charge and spin at 1.4708 eV. For the HOMO energy, the calculation gives -9.91 eV. The electronic energy comes out at -1299.47591 Ha. Its largest force on an atom is 3.30 eV/Å.